No. 1
Molecular formula: C6H10BrN3O2Si
Method: DFT, ωB97M-V with the def2-TZVPD basis set

As for the multiplicity: 3. The calculation puts the max |F| at 0.084 Eh/bohr. The LUMO energy (alpha / beta) is -0.006 / -0.101 Ha.

Cartesian coordinates (Å):
C  -1.1443  -1.6765  -0.4192
C  -1.0916  -1.7393  1.8401
C  -0.1025  -0.9085  2.0981
C  -0.1715  2.1910  0.0038
C  0.1714  1.0980  -2.8244
C  2.2920  0.4624  -0.6449
N  -1.6080  -2.1551  0.7016
N  -0.3268  -0.7050  -0.5272
N  -1.8203  -2.1608  3.0099
O  -1.2119  -2.9012  3.7272
O  -2.8932  -1.6896  3.2250
Si  0.5022  0.6940  -0.9852
Br  1.2744  -0.4295  3.1821
H  -1.6564  -2.1048  -1.3249
H  0.0010  2.2611  1.1112
H  0.4185  3.0099  -0.5276
H  -1.2295  2.3048  -0.2664
H  -0.3449  2.0417  -3.2362
H  1.3001  1.0070  -3.1172
H  -0.3609  0.2866  -3.3159
H  2.9712  1.1743  -1.1539
H  2.4743  0.4778  0.4305
H  2.5565  -0.5383  -0.9867

These are the Löwdin partial charges, in e, on atoms 1 to 4:
1 C -0.2873
2 C -0.3698
3 C -0.4354
4 C -0.1836



No. 2
Molecular formula: C6H10BrNO4
Method: DFT, ωB97M-V with the def2-TZVPD basis set

The value obtained for the relative energy (zero: lowest compared OMol25 entry of this formula, charge and spin) is 66.28 kcal per mole. The calculation puts the max |F| at 0.083 Eh/bohr. The LUMO energy is 0.026 Ha.

Cartesian coordinates (Å):
O  -1.1478  0.4839  -1.6828
C  -0.0639  0.3351  -2.2269
C  1.1391  0.5677  -1.4811
C  0.8235  0.6989  0.0917
C  0.4756  -0.5351  0.8502
C  -0.6471  -0.2742  1.9146
O  -0.8553  -1.3921  2.7298
C  -1.8757  0.2593  1.2791
Br  -2.7127  1.8660  1.8542
N  -2.5639  -0.4945  0.4923
O  -2.2888  -1.5962  -0.0092
O  -3.7305  0.0408  -0.0515
H  -0.0008  -0.0982  -3.1887
H  1.5473  1.5294  -1.9098
H  1.9670  -0.1707  -1.5707
H  1.5535  1.3366  0.5074
H  -0.1459  1.3407  0.0310
H  0.1787  -1.3496  0.0624
H  1.3135  -1.0003  1.3792
H  -0.2779  0.4801  2.6756
H  -0.8608  -2.2505  2.2561
H  -4.3951  -0.5735  -0.4939

These are the Löwdin partial charges, in e, on atoms 1 to 4:
1 O 0.0397
2 C -0.2557
3 C -0.1444
4 C -0.1858



No. 3
Molecular formula: C6H10ClF2NO4
Method: DFT, ωB97M-V with the def2-TZVPD basis set

The value obtained for the relative energy (zero: lowest compared OMol25 entry of this formula, charge and spin) is 0.00 kcal per mole. The calculation puts the max |F| at 0.072 Eh/bohr. The LUMO energy is -0.031 Ha.

Cartesian coordinates (Å):
C  -1.4076  0.3375  1.2114
C  -1.1596  -0.7456  -1.1260
C  1.4920  -1.5569  0.3164
C  2.2000  0.8262  -0.3370
C  -0.7096  0.3114  -0.1400
C  1.3435  -0.0610  0.5015
N  -0.5299  1.6083  -0.7148
O  -0.6974  2.5802  -0.0009
O  -0.1858  1.6583  -1.8810
O  -2.7800  0.6233  1.0679
O  -1.6592  -1.8871  -0.4929
F  1.7277  -1.8505  -0.9977
F  1.2978  0.2716  1.8005
Cl  3.9317  0.3729  -0.0960
H  -0.9228  1.0652  1.8691
H  -1.3422  -0.6506  1.6734
H  -0.3416  -1.0688  -1.7727
H  -1.9203  -0.2837  -1.7768
H  0.5921  -2.1058  0.6149
H  2.3587  -1.9121  0.8895
H  2.1066  1.8706  -0.0407
H  1.9841  0.6953  -1.3977
H  -2.8833  1.5650  0.8876
H  -2.4950  -1.6638  -0.0579

These are the Löwdin partial charges, in e, on atoms 1 to 4:
1 C -0.2138
2 C -0.2073
3 C -0.1667
4 C -0.4823



No. 4
Molecular formula: C6H10F3N2
Method: DFT, ωB97M-V with the def2-TZVPD basis set

The value obtained for the relative energy (zero: lowest compared OMol25 entry of this formula, charge and spin) is 0.00 kcal per mole. The calculation puts the max |F| at 0.082 Eh/bohr. The LUMO energy is -0.139 Ha. The total charge is +1.

Cartesian coordinates (Å):
N  -2.3466  -0.2862  -1.1658
C  -1.0838  -0.2152  -0.7923
C  -0.1929  0.6427  -1.5528
C  1.2936  0.4191  -1.2884
C  1.4679  0.3123  0.2071
F  1.3853  1.6208  0.6672
F  2.7028  -0.1143  0.4954
C  0.5571  -0.6120  0.9935
C  0.0836  -0.0093  2.4226
F  -0.8485  -0.8129  3.0027
N  -0.5916  -0.9789  0.1589
H  -2.7830  0.1214  -1.9602
H  -2.8315  -1.1230  -0.8024
H  -0.4050  0.5225  -2.5621
H  -0.6345  1.7218  -1.4886
H  1.5045  -0.4811  -1.8907
H  2.0636  1.2136  -1.7035
H  1.2054  -1.5494  1.1678
H  -0.2613  1.0455  2.3792
H  1.0907  -0.0996  2.8823
H  -1.3758  -1.3376  0.8303

These are the Löwdin partial charges, in e, on atoms 1 to 4:
1 N 0.2322
2 C -0.3220
3 C -0.0932
4 C -0.0391



No. 5
Molecular formula: C6H10F5N2PSi
Method: DFT, ωB97M-V with the def2-TZVPD basis set

The value obtained for the relative energy (zero: lowest compared OMol25 entry of this formula, charge and spin) is 0.00 kcal per mole. The calculation puts the max |F| at 0.089 Eh/bohr. The LUMO energy is 0.012 Ha.

Cartesian coordinates (Å):
C  2.5261  1.2764  -0.4816
Si  1.3852  -0.2087  -0.1143
C  1.3566  -1.3910  -1.6927
C  1.8000  -1.2107  1.4939
N  -0.2853  0.6150  -0.0655
N  -0.3999  1.5933  0.8160
C  -1.6118  2.0959  0.9431
C  -2.6115  1.5272  -0.0681
F  -3.7302  1.1349  0.5475
F  -2.9766  2.4242  -1.0382
P  -1.6529  0.1511  -0.9745
C  -2.2724  -1.4085  0.1391
F  -3.4443  -2.0060  -0.2530
F  -1.2977  -2.2886  -0.0358
F  -2.2950  -1.1816  1.5141
H  2.5643  1.3916  -1.5360
H  1.9688  2.2011  0.0047
H  3.5465  1.2588  -0.1150
H  1.5784  -2.4654  -1.4410
H  0.3555  -1.5141  -2.0809
H  1.9493  -0.9304  -2.3862
H  1.2959  -2.1257  1.3023
H  2.8950  -1.1184  1.6352
H  1.2381  -0.7043  2.3367
H  -1.8818  2.8838  1.5500

These are the Löwdin partial charges, in e, on atoms 1 to 4:
1 C -0.1832
2 Si 0.5956
3 C -0.1635
4 C -0.1677



No. 6
Molecular formula: C6H10FN
Method: DFT, ωB97M-V with the def2-TZVPD basis set

The value obtained for the relative energy (zero: lowest compared OMol25 entry of this formula, charge and spin) is 80.66 kcal per mole. The calculation puts the max |F| at 0.070 Eh/bohr. The LUMO energy is 0.034 Ha.

Cartesian coordinates (Å):
C  0.3643  -1.2327  0.3260
C  -0.1580  -0.0051  0.2943
C  1.8540  -1.2202  0.1803
C  1.0015  1.0632  0.1382
C  2.3126  0.2200  0.0570
C  -2.4169  0.2874  0.1779
N  -3.0266  0.5332  -1.0444
F  -2.7258  -0.9019  0.7748
H  -0.1738  -2.1126  0.5784
H  2.2487  -1.5590  1.1601
H  2.0736  -1.8741  -0.6611
H  0.7138  1.8105  -0.6356
H  0.9818  1.6863  1.1610
H  3.0839  0.6185  0.8007
H  2.7207  0.4068  -1.0129
H  -2.6007  1.0623  0.8814
H  -2.7433  1.3908  -1.4792
H  -3.5097  -0.1735  -1.6968

These are the Löwdin partial charges, in e, on atoms 1 to 4:
1 C -0.1611
2 C -0.0426
3 C -0.2338
4 C -0.2116